w | This record from the OMol25 dataset describes a structure of composition C42H35BrF10N7O6P2S5Ti. The level of theory is ωB97M-V/def2-TZVPD.

Its net charge is 0. The calculation puts the frontier orbital gap (spin up / spin down) at 6.99 / 7.01 eV. As for the multiplicity: 2. The calculation puts the highest occupied orbital energy (spin up / spin down) at -7.892 / -7.907 eV. Its expectation value of S² is 0.754. The calculation puts the lowest unoccupied orbital energy (spin up / spin down) at -0.906 / -0.901 eV.

Geometry as XYZ:
```
109
Properties=species:S:1:pos:R:3:lowdin_charge:R:1
Ti 0.340 0.934 0.953 1.0337
S 2.905 1.238 0.520 0.7304
C 2.170 2.316 -0.553 -1.0925
N 0.882 2.138 -0.739 -0.1566
C 0.354 3.034 -1.670 -0.3435
C -0.949 3.118 -2.144 -0.0463
C -1.273 4.086 -3.078 -0.0685
C -0.314 4.972 -3.559 -0.0761
C 0.992 4.893 -3.110 -0.0759
C 1.309 3.922 -2.173 -0.4731
S 2.847 3.637 -1.433 1.0942
H -1.718 2.445 -1.788 0.0696
H -2.294 4.158 -3.433 0.1066
H -0.589 5.733 -4.277 0.1062
H 1.740 5.590 -3.463 0.1150
F 1.119 -3.800 -6.515 0.1366
C 1.328 -3.389 -5.264 -0.1343
C 2.176 -4.091 -4.431 -0.1275
F 2.795 -5.182 -4.877 0.1385
C 2.368 -3.646 -3.135 -0.2197
F 3.205 -4.354 -2.377 0.1211
C 1.733 -2.517 -2.624 -0.3160
P 1.884 -2.074 -0.833 1.1091
C 1.483 -3.728 -0.143 -0.3661
C 0.223 -4.246 -0.444 -0.1213
C -0.158 -5.493 0.025 -0.0825
C 0.704 -6.226 0.827 -0.0755
C 1.949 -5.711 1.150 -0.0675
C 2.344 -4.471 0.662 -0.0755
C 3.671 -1.866 -0.595 -0.4085
C 4.564 -1.665 -1.641 -0.0847
C 5.891 -1.351 -1.379 -0.0722
C 6.337 -1.236 -0.072 -0.0781
C 5.451 -1.426 0.979 -0.0757
C 4.123 -1.722 0.720 -0.1733
C 0.896 -1.817 -3.496 -0.5771
Br 0.016 -0.214 -3.015 0.8984
C 0.699 -2.251 -4.796 -0.2861
F -0.106 -1.593 -5.638 0.0694
H -0.474 -3.675 -1.052 0.0843
H -1.140 -5.876 -0.220 0.0988
H 0.400 -7.193 1.209 0.1067
H 2.626 -6.280 1.776 0.1064
H 3.334 -4.102 0.884 0.0944
H 4.233 -1.752 -2.669 0.1023
H 6.576 -1.195 -2.204 0.1051
H 7.372 -0.986 0.128 0.1042
H 5.785 -1.318 2.003 0.1117
H 3.429 -1.814 1.548 0.0961
F 1.361 -0.507 2.214 -0.3340
P 1.413 0.264 3.791 0.1938
F 1.365 1.051 5.142 -0.0693
F -0.197 0.178 3.694 -0.1404
F 1.294 1.669 2.899 -0.2393
F 1.465 -1.168 4.448 -0.0894
F 2.982 0.329 3.653 -0.1035
C -2.407 -3.446 -3.946 -0.1102
C -3.735 -4.075 -3.560 -0.2813
S -4.106 -3.955 -1.824 0.6566
O -5.276 -4.741 -1.550 -0.2878
O -2.890 -4.175 -1.080 -0.2997
C -4.540 -2.233 -1.571 -0.1879
C -4.499 -1.902 -0.083 -0.1153
N -3.141 -1.646 0.399 0.0756
C -2.420 -0.568 0.047 -0.3236
N -1.196 -0.632 0.560 0.0311
C -1.130 -1.792 1.290 -0.0305
C -2.321 -2.420 1.198 -0.1359
N -2.701 -3.627 1.868 -0.3140
O -1.807 -4.232 2.428 0.1220
O -3.883 -3.936 1.869 0.0852
C -2.973 0.568 -0.731 0.0062
H -2.214 -3.635 -5.003 0.0882
H -1.594 -3.877 -3.363 0.0723
H -2.402 -2.362 -3.806 0.0630
H -3.754 -5.152 -3.739 0.1123
H -4.591 -3.650 -4.090 0.1107
H -5.549 -2.091 -1.958 0.1198
H -3.854 -1.611 -2.151 0.0915
H -4.923 -2.707 0.513 0.1168
H -5.086 -1.008 0.102 0.1294
H -0.252 -2.089 1.837 0.1255
H -4.036 0.700 -0.544 0.0979
H -2.803 0.460 -1.803 0.0713
H -2.480 1.474 -0.378 0.0556
N 1.399 7.064 6.549 0.0952
C 0.969 6.716 5.273 -0.3179
C 1.839 6.062 4.390 -0.0238
C 1.434 5.758 3.108 -0.0524
C 0.155 6.100 2.684 -0.2948
C -0.716 6.749 3.543 -0.0580
C -0.311 7.057 4.832 -0.0295
S -0.363 5.663 1.057 0.5834
O 0.650 6.075 0.130 -0.2918
O -1.712 6.155 0.869 -0.3726
N -0.335 4.042 1.109 -0.0857
C -1.382 3.372 1.509 -0.6747
S -3.002 3.951 1.857 1.0768
C -3.456 2.356 2.394 -0.3827
C -2.440 1.495 2.258 -0.2782
N -1.280 2.033 1.709 -0.1245
H 2.153 6.505 6.915 0.0884
H 0.667 7.205 7.227 0.0878
H 2.835 5.791 4.723 0.1130
H 2.107 5.242 2.431 0.1200
H -1.709 7.009 3.199 0.1102
H -0.991 7.568 5.503 0.1103
H -4.422 2.157 2.832 0.0681
H -2.444 0.466 2.579 0.1061
```


x | This record from the OMol25 dataset describes a structure of composition C42H35BrF10N7O6P2S5Ti. The level of theory is ωB97M-V/def2-TZVPD.

Its net charge is 0. The calculation puts the frontier orbital gap (spin up / spin down) at 6.87 / 7.05 eV. As for the multiplicity: 2. The calculation puts the highest occupied orbital energy (spin up / spin down) at -7.251 / -7.337 eV. Its expectation value of S² is 0.753. The calculation puts the lowest unoccupied orbital energy (spin up / spin down) at -0.384 / -0.284 eV.

Geometry as XYZ:
```
109
Properties=species:S:1:pos:R:3:lowdin_charge:R:1
Ti -0.613 -0.949 -0.503 0.9877
S 0.876 1.573 0.090 0.5713
C -0.808 1.793 -0.031 -1.0728
N -1.640 0.743 -0.176 -0.1239
C -2.973 1.139 -0.040 -0.2993
C -4.118 0.347 -0.141 -0.0149
C -5.355 0.894 0.148 -0.0628
C -5.490 2.234 0.501 -0.0817
C -4.379 3.059 0.520 -0.0893
C -3.138 2.506 0.246 -0.4660
S -1.597 3.321 0.254 1.0584
H -4.052 -0.680 -0.465 0.0803
H -6.232 0.263 0.094 0.1097
H -6.463 2.634 0.753 0.1049
H -4.456 4.112 0.757 0.1115
F 5.716 -0.827 5.182 0.1462
C 4.618 -0.472 4.533 -0.1365
C 3.459 -0.170 5.222 -0.1343
F 3.438 -0.224 6.550 0.1351
C 2.335 0.201 4.520 -0.2212
F 1.279 0.567 5.245 0.1024
C 2.258 0.245 3.116 -0.2644
P 0.534 0.260 2.423 1.0094
C -0.158 -1.022 3.595 -0.3568
C -1.042 -0.771 4.647 -0.1174
C -1.505 -1.816 5.436 -0.0854
C -1.095 -3.119 5.194 -0.0869
C -0.192 -3.369 4.172 -0.0666
C 0.270 -2.329 3.380 -0.1017
C -0.246 1.769 3.080 -0.4005
C -1.639 1.801 3.129 -0.1510
C -2.298 2.907 3.641 -0.0913
C -1.568 3.997 4.092 -0.0838
C -0.183 3.988 4.002 -0.0708
C 0.479 2.883 3.490 -0.0844
C 3.473 -0.019 2.450 -0.5483
Br 3.767 0.161 0.597 0.8757
C 4.621 -0.352 3.158 -0.2754
F 5.768 -0.558 2.515 0.0694
H -1.351 0.234 4.884 0.0965
H -2.198 -1.600 6.239 0.1048
H -1.477 -3.929 5.802 0.1012
H 0.150 -4.379 3.982 0.1088
H 0.989 -2.532 2.601 0.0786
H -2.207 0.956 2.754 0.1096
H -3.380 2.918 3.677 0.1089
H -2.080 4.856 4.506 0.1029
H 0.384 4.845 4.339 0.1057
H 1.559 2.883 3.408 0.1122
F 1.214 -1.508 0.030 -0.3619
P 1.507 -3.178 -0.408 0.2209
F 0.616 -2.821 -1.736 -0.1681
F 2.809 -2.708 -1.171 -0.1016
F 0.110 -3.461 0.370 -0.1335
F 2.301 -3.337 0.957 -0.1042
F 1.655 -4.693 -0.800 -0.0744
C 0.775 3.359 -3.271 -0.1174
C 0.510 4.111 -4.563 -0.2743
S 0.588 3.019 -6.002 0.6705
O 0.476 3.838 -7.178 -0.3150
O 1.731 2.159 -5.860 -0.2966
C -0.930 1.987 -5.926 -0.1685
C -0.661 0.483 -5.809 -0.1142
N -0.113 0.093 -4.510 0.0722
C -0.783 0.137 -3.348 -0.3304
N 0.018 -0.161 -2.322 -0.0128
C 1.254 -0.406 -2.851 -0.0199
C 1.188 -0.275 -4.202 -0.1242
N 2.225 -0.610 -5.125 -0.3382
O 3.349 -0.635 -4.673 0.1158
O 1.918 -0.919 -6.262 0.0911
C -2.206 0.552 -3.239 0.0263
H 0.959 4.049 -2.449 0.0811
H 1.660 2.734 -3.386 0.0790
H -0.064 2.723 -2.987 0.0493
H 1.287 4.848 -4.767 0.1073
H -0.463 4.601 -4.594 0.1026
H -1.437 2.201 -6.865 0.1077
H -1.519 2.370 -5.092 0.0872
H 0.052 0.169 -6.563 0.1157
H -1.589 -0.069 -5.961 0.1369
H 2.120 -0.648 -2.262 0.1148
H -2.682 0.552 -4.216 0.0923
H -2.287 1.553 -2.808 0.0970
H -2.754 -0.143 -2.608 0.0642
N -0.673 -8.607 -2.034 0.1149
C -1.097 -7.315 -2.219 -0.3064
C -0.226 -6.362 -2.764 -0.0169
C -0.646 -5.066 -2.957 -0.0645
C -1.933 -4.694 -2.587 -0.2896
C -2.835 -5.643 -2.122 -0.0778
C -2.420 -6.946 -1.945 -0.0193
S -2.394 -3.000 -2.699 0.6354
O -3.832 -2.904 -2.726 -0.3157
O -1.660 -2.357 -3.753 -0.2724
N -1.896 -2.242 -1.306 -0.2273
C -2.532 -2.461 -0.131 -0.7430
S -3.975 -3.383 0.159 1.1051
C -3.909 -2.893 1.822 -0.3519
C -2.854 -2.089 2.038 -0.2059
N -2.070 -1.844 0.937 -0.0298
H 0.318 -8.763 -1.975 0.0973
H -1.246 -9.216 -1.478 0.0950
H 0.787 -6.649 -3.015 0.1197
H 0.001 -4.325 -3.402 0.1119
H -3.856 -5.359 -1.917 0.0891
H -3.116 -7.694 -1.586 0.1132
H -4.668 -3.212 2.515 0.0687
H -2.589 -1.662 2.990 0.0894
```


Stability, lowest: x


w | This record from the OMol25 dataset describes an isolated molecule of C4H5NOS2. The level of theory is ωB97M-V/def2-TZVPD.

Its net charge is 0. The calculation puts the frontier orbital gap at 8.68 eV. The SMILES is Oc1[nH]cc(S)c1S. The calculation puts the highest occupied orbital energy at -8.245 eV. The calculation puts the lowest unoccupied orbital energy at 0.438 eV.

Geometry as XYZ:
```
13
Properties=species:S:1:pos:R:3:lowdin_charge:R:1
C 1.129 -0.572 -0.234 -0.5356
C 1.427 0.617 -0.853 -0.1359
C -0.660 0.862 -0.077 -0.3958
C -0.098 -0.228 0.569 -0.5673
H 0.405 -3.092 0.210 -0.0163
H 2.103 0.711 -1.590 0.0696
H 0.301 2.199 -1.582 0.1819
H -2.662 1.009 0.371 0.1487
H -0.782 -1.064 2.674 -0.1357
N 0.323 1.493 -0.810 0.0701
O -1.929 1.514 -0.224 -0.0236
S 1.815 -2.321 0.068 0.5943
S -1.371 -1.129 1.478 0.7455
```


x | This record from the OMol25 dataset describes an isolated molecule of C4H5NOS2. The level of theory is ωB97M-V/def2-TZVPD.

Its net charge is 0. The calculation puts the frontier orbital gap (spin up / spin down) at 6.99 / 6.99 eV. The SMILES is N=[S@@H]1=CSC=CC1=O. The calculation puts the highest occupied orbital energy (spin up / spin down) at -7.837 / -7.838 eV. The calculation puts the lowest unoccupied orbital energy (spin up / spin down) at -0.844 / -0.844 eV.

Geometry as XYZ:
```
13
Properties=species:S:1:pos:R:3:lowdin_charge:R:1
C -0.113 1.922 -0.165 -0.1482
C -1.459 1.359 -0.011 -0.4134
C -0.659 -1.379 0.018 -0.7127
C 1.107 1.334 -0.109 -0.4158
N 1.720 -1.997 -0.351 -0.2985
O 2.278 1.650 0.064 0.0404
S -2.000 -0.240 0.027 0.9605
S 0.881 -0.823 0.169 0.8117
H 0.047 2.982 -0.104 0.1071
H -2.279 2.029 0.104 0.0476
H -0.771 -2.425 -0.104 0.0158
H 2.641 -1.793 -0.207 -0.0529
H 1.082 -0.663 1.593 0.0584
```


Stability, lowest: x